14
Properties=species:S:1:pos:R:3:forces:R:3 method="wB97M-V/def2-TZVPD" e_tot_ev=-8371.383 orbital_gap_ev=11.18 total_charge=0 smiles=C[C@@]1(CO)CO1 e_lumo_ev=0.9
C 1.3899 -0.6695 -0.5396 0.000 0.019 -0.051
C 0.0327 -0.1437 -0.1320 0.149 0.162 -0.066
C 0.0201 1.0017 0.8789 0.336 0.054 -0.106
O -1.1846 1.0707 1.5943 -0.051 -0.215 0.118
C -1.1487 -0.2913 -0.9773 -0.086 0.098 -0.282
O -0.9345 -1.1604 0.1366 -0.038 -0.096 0.170
H 1.7649 -1.3491 0.2339 -0.058 0.140 -0.067
H 2.1230 0.1351 -0.6628 -0.171 -0.027 0.022
H 1.3353 -1.2239 -1.4799 -0.036 0.038 0.129
H 0.1227 1.9556 0.3494 0.130 -0.152 0.039
H 0.8824 0.8925 1.5534 -0.065 0.008 -0.020
H -1.3734 0.1598 1.8615 -0.213 0.128 -0.039
H -1.0579 -0.7657 -1.9522 -0.004 0.018 0.109
H -1.9674 0.4202 -0.8657 0.108 -0.175 0.044

16
Properties=species:S:1:pos:R:3:forces:R:3 method="wB97M-V/def2-TZVPD" e_tot_ev=-8296.768 orbital_gap_ev=8.40 total_charge=0 e_lumo_ev=0.9
C -1.4114 0.3925 0.3919 0.097 -0.305 0.083
C 0.5385 -0.4140 0.3309 -0.486 0.312 -0.023
C 1.6934 0.5385 0.0749 0.002 -0.068 -0.014
N -1.4678 1.3144 -0.6476 0.199 -0.166 0.143
N 0.4647 -1.4718 -0.6375 0.011 0.033 0.009
O -2.1203 -0.7490 0.2108 0.159 0.184 -0.029
H -2.3700 -0.7485 -0.7279 0.017 0.037 0.044
H -1.3790 0.6765 1.4439 0.012 0.005 -0.074
H 0.5082 -0.7251 1.3796 0.000 -0.002 -0.062
H -1.3653 2.2569 -0.2792 -0.016 -0.077 0.007
H -0.3329 0.6415 -0.3197 0.127 0.020 -0.128
H 1.3701 -1.8258 -0.9240 -0.056 0.042 0.057
H -0.1162 -2.2371 -0.3252 0.045 0.027 -0.012
H 1.6345 0.9761 -0.9274 -0.022 -0.023 0.033
H 1.6962 1.3522 0.8034 -0.020 -0.038 -0.028
H 2.6574 0.0225 0.1532 -0.069 0.020 -0.006

68
Properties=species:S:1:pos:R:3:forces:R:3 method="wB97M-V/def2-TZVPD" e_tot_ev=-59337.196 orbital_gap_ev=6.94 total_charge=+2 e_lumo_ev=-6.9
C 3.7154 0.0204 -0.5891 4.849 -0.852 0.817
C 3.9703 -1.8663 -0.2552 3.982 2.331 0.128
H 3.6466 0.2428 -1.6793 0.067 -0.108 0.657
H 4.7025 0.3121 -0.2351 -0.099 0.447 -0.234
H 2.9751 0.5353 0.0744 0.119 -0.381 -0.277
H 3.9076 -2.4972 -1.1732 0.108 0.475 0.483
H 5.0204 -1.7833 0.0193 -0.003 -0.488 0.024
H 3.4283 -2.2387 0.6479 -0.210 0.341 -0.466
C 0.8773 0.8890 -3.2717 -0.260 -0.563 -0.434
C 0.1523 1.4742 -4.3154 0.129 -0.201 0.244
C -0.6982 0.6679 -5.0797 0.364 -0.332 0.389
C -0.8288 -0.6842 -4.7476 0.455 -0.118 0.685
H 1.5187 1.4825 -2.6077 -0.239 -0.164 -0.427
H 0.2655 2.5406 -4.5105 -0.100 -0.326 0.033
H -1.2632 1.0762 -5.9122 0.095 -0.007 0.145
H -1.5045 -1.3441 -5.2844 0.082 0.395 0.010
N 0.8096 -0.4328 -2.9942 -0.816 0.074 -0.211
C -0.0907 -1.2124 -3.6677 0.367 1.319 -0.377
C -0.3215 -2.5760 -3.1417 -0.045 -1.205 0.626
N 0.3165 -2.9048 -1.9742 -0.490 -0.217 -0.490
C 0.0380 -4.0873 -1.3767 -0.110 0.308 -0.588
C -1.4873 -4.7020 -3.1338 0.350 0.299 0.205
C -0.8624 -5.0061 -1.9200 0.122 0.161 0.066
H 0.5617 -4.2683 -0.4306 -0.313 -0.082 -0.438
H -1.0578 -5.9379 -1.3877 0.034 0.279 -0.236
C -1.2139 -3.4797 -3.7498 0.479 0.477 0.344
H -1.6788 -3.1935 -4.6917 0.024 -0.332 0.318
H -2.1805 -5.3981 -3.5978 0.120 0.084 0.118
Ce 1.8873 -1.2197 -0.7833 -10.403 -0.675 -0.571
C 1.3479 -2.3831 1.2392 0.183 -0.175 -0.243
H 1.7730 -3.3986 1.2927 -0.181 0.194 0.310
H 0.2485 -2.4302 1.2312 0.318 0.035 0.056
H 1.6850 -1.7587 2.0829 -0.136 -0.316 -0.086
N 0.6710 0.2200 0.0290 1.272 -0.879 -1.035
P -0.1794 1.0630 1.0743 -0.556 0.511 0.474
C -1.7791 0.3033 1.4179 -0.273 -0.278 -0.182
C -2.6787 0.9609 2.2740 -0.109 -0.208 -0.082
C -3.9204 0.3889 2.5532 0.197 -0.091 -0.135
C -4.2702 -0.8358 1.9704 0.255 0.096 -0.050
C -3.3863 -1.4745 1.0934 -0.048 0.061 -0.003
C -2.1473 -0.9019 0.7979 -0.048 0.253 0.393
C 0.7417 1.1726 2.6240 0.145 -0.254 0.395
C 0.1821 0.7827 3.8526 0.322 0.181 -0.251
C 0.9889 0.7126 4.9903 0.212 0.065 -0.016
C 2.3611 0.9722 4.9016 -0.242 -0.005 -0.237
C 2.9237 1.3469 3.6736 -0.123 0.081 0.027
C 2.1111 1.4841 2.5500 -0.077 -0.330 0.223
C -0.6410 2.7374 0.5755 0.279 0.298 -0.349
C -0.0455 3.8631 1.1633 -0.272 -0.113 -0.033
C -0.5452 5.1360 0.8823 -0.087 0.015 -0.176
C -1.6228 5.2904 0.0021 0.209 -0.250 0.132
C -2.1693 4.1717 -0.6394 0.142 -0.018 -0.043
C -1.6616 2.9006 -0.3793 0.024 0.103 0.257
H -2.4097 1.9218 2.7218 -0.105 -0.285 -0.155
H -4.6072 0.9017 3.2275 0.161 -0.188 -0.217
H -5.2364 -1.2867 2.1989 0.280 0.114 -0.085
H -3.6604 -2.4267 0.6326 0.021 0.339 0.155
H -1.4626 -1.3803 0.0919 -0.224 0.137 0.251
H -0.8757 0.5304 3.9139 0.341 0.028 0.057
H 0.5414 0.4414 5.9485 0.188 0.044 -0.307
H 2.9934 0.8840 5.7845 -0.177 0.020 -0.226
H 3.9961 1.5352 3.5888 -0.345 0.034 0.120
H 2.5485 1.8048 1.6004 -0.130 -0.012 0.299
H 0.7871 3.7377 1.8579 -0.329 0.117 -0.107
H -0.0966 6.0072 1.3626 -0.165 -0.249 -0.166
H -2.0333 6.2822 -0.1888 0.121 -0.274 0.054
H -3.0009 4.2893 -1.3377 0.302 -0.008 0.211
H -2.0764 2.0254 -0.8865 -0.003 0.264 0.231

17
Properties=species:S:1:pos:R:3:forces:R:3 method="wB97M-V/def2-TZVPD" e_tot_ev=-9894.398 orbital_gap_ev=6.49 total_charge=-1 smiles=C[C@@H](CO)NC[O-] e_lumo_ev=3.7
C 0.5825 1.4502 0.3432 0.264 -0.348 -1.047
C 0.2981 0.1893 -0.5207 -0.330 -0.139 0.523
C 0.9141 -1.0602 0.0844 0.479 -0.256 -0.209
O 2.3507 -0.9187 0.1644 0.051 0.083 -0.198
N -1.1122 -0.0272 -0.8955 0.239 0.618 0.884
C -1.9619 -0.5261 0.3347 0.378 -0.915 -1.590
O -2.0727 0.2814 1.3416 -0.064 0.194 0.308
H -0.2899 1.7923 0.8857 0.090 -0.376 0.492
H 0.8339 2.1931 -0.3910 0.009 0.932 -0.355
H 1.5165 1.3279 0.8927 -0.293 -0.083 0.557
H 0.8521 0.3419 -1.4638 0.050 -0.124 -0.044
H 0.6020 -1.2977 1.0972 -0.229 0.292 0.065
H 0.6728 -1.9221 -0.5467 -0.050 0.009 -0.025
H 2.6170 -0.3757 -0.5905 -0.065 -0.181 0.159
H -1.4559 0.9332 -0.9737 -0.254 -0.165 -0.346
H -2.8753 -0.8542 -0.2368 -0.348 0.451 0.302
H -1.4718 -1.5276 0.4746 0.073 0.007 0.523